Below is a molecular structure, C33H55AgAsN4O2Si3 in a non-equilibrium geometry, with properties calculated with wB97M-V/def2-TZVPD.

* frontier orbital gap: 7.24 eV
* net charge: +1
* energy: -4911.0877 Eh
* ΔE to the lowest compared entry with this formula, charge and spin: 31.7 kJ/mol

Geometry as XYZ:
```
99
Properties=species:S:1:pos:R:3:forces:R:3:lowdin_charge:R:1
Ag 0.7445 -0.2722 0.2210 0.024 0.204 0.071 0.566
C -2.7804 5.9897 2.6923 0.738 1.812 -0.084 -0.056
C -2.4985 4.6666 2.1287 0.223 -1.192 0.279 -0.282
C -3.4106 3.8758 1.5293 -0.591 0.007 -0.638 -0.003
C -3.1672 2.5803 0.9451 0.538 -0.079 0.027 -0.112
C -4.2725 2.0326 0.2903 0.219 0.626 0.195 -0.014
N -4.5470 1.0030 -0.5140 -0.461 0.528 0.382 0.072
C -3.7044 0.1150 -1.2960 0.975 0.150 0.343 -0.189
C -3.6253 0.5274 -2.7620 -0.318 -0.110 -0.021 -0.147
C -2.9935 1.8749 -3.0675 -1.024 0.113 0.100 -0.161
N -1.5656 1.8241 -2.9489 1.076 -0.412 0.711 0.069
C -0.7380 2.5787 -3.6269 -0.647 -0.278 0.263 0.000
C 0.6340 2.6784 -3.4310 0.475 -0.045 -0.253 -0.125
C 1.3555 3.6293 -4.1913 0.449 0.004 0.338 0.022
C 2.6742 3.9091 -3.9325 -0.515 0.091 -0.043 -0.270
C 3.4414 5.0430 -4.5537 0.351 0.959 -0.111 -0.056
C 3.2590 3.1541 -2.9099 0.746 -0.088 1.374 0.020
C 2.6335 2.1807 -2.1352 0.273 0.159 0.114 -0.098
C 3.3695 1.5989 -0.9850 -0.295 -0.390 -0.713 -0.089
N 2.9519 0.6980 -0.1841 0.283 0.737 0.113 -0.002
C 3.8767 0.2883 0.8744 0.560 0.220 0.275 -0.215
C 3.1658 0.1113 2.2461 1.259 0.535 -1.283 -0.195
C 2.3856 1.3343 2.6530 0.748 -0.169 -0.050 -0.249
N 1.0751 1.3709 2.0817 -0.582 0.063 -0.461 0.012
C 0.5442 2.5098 2.0464 -0.099 0.939 0.173 -0.116
C -0.8576 2.8719 1.7980 -0.187 -0.510 -0.381 -0.097
C -1.2195 4.0794 2.2918 0.552 0.476 0.016 0.020
C -1.8303 2.0326 1.0686 0.984 -0.379 -0.303 -0.286
O -1.4766 0.9473 0.5618 -0.369 0.203 0.133 -0.070
C 1.2589 1.8800 -2.4139 -0.344 -0.236 0.314 -0.298
O 0.5640 1.0160 -1.7969 0.196 0.016 0.024 -0.105
H -3.7919 6.2640 2.5142 -0.966 0.247 -0.136 0.066
H -2.1644 6.8077 2.2253 -0.378 -0.817 0.312 0.106
H -2.6170 6.0842 3.7670 0.111 -0.299 0.020 0.089
H -4.4069 4.2406 1.3441 -0.320 0.373 0.268 0.111
H -5.1185 2.7008 0.4938 -0.242 -0.768 -0.350 0.135
H -5.5305 0.9535 -0.7275 -0.066 -0.076 -0.129 0.151
H -4.0749 -0.9011 -1.2537 -0.429 -0.069 0.062 0.105
H -2.7458 0.0822 -0.7784 0.141 0.153 -0.256 0.084
H -4.6467 0.5175 -3.1441 -0.066 0.114 -0.181 0.120
H -3.0967 -0.2540 -3.2916 0.175 -0.240 -0.213 0.106
H -3.4247 2.5903 -2.3495 0.269 0.132 -0.194 0.125
H -3.2858 2.2086 -4.0782 0.258 -0.119 0.364 0.136
H -1.0742 1.2496 -2.2064 -0.305 0.480 -0.579 0.126
H -1.2009 3.1988 -4.3630 -0.217 0.455 -0.564 0.138
H 0.8373 4.1792 -4.9492 -0.323 0.306 -0.362 0.119
H 3.0695 5.3558 -5.5408 0.020 -0.346 0.275 0.082
H 4.5006 4.7908 -4.6574 -0.133 -0.110 -0.140 0.077
H 3.4498 5.9846 -3.9441 -0.274 -0.872 -0.196 0.097
H 4.2770 3.4548 -2.6028 -0.396 -0.367 -0.244 0.132
H 4.4002 1.9592 -0.9100 0.050 0.189 0.205 0.121
H 4.7501 0.9827 0.9771 -0.681 -0.180 -0.095 0.122
H 4.3163 -0.6478 0.5293 -0.039 -0.276 0.229 0.097
H 3.9053 -0.0561 3.0155 0.505 -0.168 0.094 0.113
H 2.5820 -0.7861 2.1817 -0.753 -0.317 0.177 0.036
H 2.9888 2.2682 2.5435 -0.395 -0.426 -0.288 0.136
H 2.2178 1.2465 3.7006 -0.107 -0.056 1.138 0.110
H 1.1630 3.4013 2.3162 -0.325 -0.429 -0.015 0.132
H -0.4518 4.6453 2.8289 -0.223 -0.024 -0.158 0.131
C -2.7154 -2.1741 0.9216 -1.269 0.026 -1.182 -0.224
Si -1.5611 -3.0687 -0.2027 0.533 0.129 0.094 0.247
C -1.4183 -2.3827 -1.9445 -0.778 -0.698 -0.365 -0.215
C -2.1499 -4.8313 -0.2066 0.472 -0.282 -1.600 -0.197
As 0.5278 -2.6853 0.7734 0.168 -0.826 0.110 0.831
Si 2.1598 -3.9364 -0.4679 -1.229 0.473 1.194 0.228
C 3.6623 -3.7785 0.5591 0.558 0.462 0.269 -0.220
C 1.7121 -5.7050 -0.7648 0.416 0.292 -1.466 -0.201
C 2.2914 -2.9380 -1.9665 -0.029 0.769 -1.115 -0.231
Si 0.2929 -3.2508 3.1039 0.113 0.634 -0.438 0.273
C -0.3092 -1.6266 3.7417 -0.362 1.177 0.016 -0.233
C 1.9707 -3.7051 3.7634 0.717 -0.253 0.232 -0.215
C -0.8595 -4.6134 3.5353 -0.467 -0.095 1.162 -0.209
H -3.6966 -2.0554 0.4186 0.285 -0.262 0.379 0.040
H -2.4554 -1.2137 1.2816 0.599 1.054 0.141 -0.007
H -2.8549 -2.8028 1.7638 -0.306 -0.705 0.962 0.013
H -2.3621 -2.3794 -2.5207 0.169 -0.137 0.372 0.038
H -0.7450 -3.0281 -2.5092 0.085 0.031 -0.052 0.019
H -1.0347 -1.3827 -1.9736 0.429 0.631 0.083 -0.004
H -3.0703 -4.8667 -0.7964 -0.097 -0.024 -0.017 0.038
H -2.3967 -5.1741 0.7691 -0.032 -0.369 0.892 0.006
H -1.4476 -5.5391 -0.7036 -0.388 0.445 0.474 0.036
H 3.4720 -4.4698 1.3688 0.452 -0.276 0.396 0.007
H 3.7413 -2.7591 1.0164 0.177 -0.836 -0.561 0.024
H 4.5635 -4.0803 -0.0110 -0.290 0.280 0.522 0.056
H 1.5602 -6.3072 0.1092 -0.252 -0.293 0.364 0.027
H 2.5998 -6.0688 -1.3021 0.014 -0.302 0.196 0.040
H 0.9157 -5.8023 -1.5218 -0.009 -0.033 0.587 0.035
H 2.5345 -1.8909 -1.7026 0.111 -0.476 -0.136 0.025
H 1.3371 -2.8875 -2.4990 0.181 -0.076 -0.093 0.013
H 3.0493 -3.3604 -2.6381 -0.065 0.253 -0.025 0.048
H 0.4758 -0.8738 3.5281 -0.437 -0.223 -0.026 0.007
H -0.5180 -1.5461 4.8162 0.063 -0.331 -0.117 0.040
H -1.2326 -1.2914 3.2122 0.674 -0.203 0.283 0.028
H 2.7509 -2.9905 3.5115 -0.043 0.324 -0.228 0.013
H 2.2560 -4.6136 3.2193 0.049 -0.124 0.354 0.020
H 2.1130 -3.8620 4.8543 -0.562 -0.120 -0.608 0.055
H -1.8574 -4.6646 3.1055 0.036 0.231 -0.133 0.016
H -0.9910 -4.4737 4.6444 0.034 -0.263 -0.814 0.061
H -0.3843 -5.5707 3.3931 0.153 -0.451 -0.058 0.027
```
Forces are in eV/Å.